1.
Here is C5H3NO in the gas phase from the Open Molecules 2025 dataset. Energies are from the ωB97M-V functional and the def2-TZVPD basis.

Each line ends with the Mulliken charge.
Atoms and positions in Å:
O  1.825  -0.927  -0.986  -0.178
N  1.102  -0.257  -1.949  -0.393
C  1.242  -0.768  0.204  -0.268
C  0.104  0.291  -1.319  -0.248
C  0.129  0.004  0.079  0.310
C  -1.846  0.708  1.645  0.038
C  -0.881  0.383  1.004  -0.579
H  -2.762  0.946  2.133  0.423
H  -0.630  0.881  -1.852  0.446
H  1.717  -1.261  1.041  0.449

Net charge: 0
E_HOMO, eV: -9.506
SMILES: C#Cc1cnoc1


2.
Here is CF3NO4S in the gas phase in a non-equilibrium geometry from the Open Molecules 2025 dataset. Energies are from the ωB97M-V functional and the def2-TZVPD basis.

Each line ends with the Mulliken charge.
Atoms and positions in Å:
S  0.785  1.196  -0.759  0.584
F  0.697  -1.469  -1.065  -0.219
F  1.472  -0.844  0.897  -0.197
F  2.675  -0.815  -0.963  -0.221
O  1.482  2.064  0.168  -0.429
O  -1.885  0.448  1.841  -0.410
O  -2.773  -0.244  -0.050  -0.416
O  -0.725  0.656  -0.036  -0.542
N  -1.985  0.180  0.723  1.140
C  1.472  -0.617  -0.418  0.710

Net charge: 0
E_HOMO, eV: -10.697


ΔE to the lowest compared entry with this formula, charge and spin values (in eV) by entry order: 2.397, 2.708.
Molecular weight values (in g/mol) by entry order: 93.1, 179.1.
Frontier orbital gap values (in eV) by entry order: 10.4, 9.2.